[1]
{"formula": "C3H6O", "method": "ωB97M-V with the def2-TZVPD basis set", "largest_force_ev_per_a": 5.1, "smiles": "OC1CC1", "homo_energy_ev": -10.116, "species": ["C", "C", "C", "O", "H", "H", "H", "H", "H", "H"], "coordinates": [[0.6499, 0.8686, 0.0932], [0.7113, -0.6821, 0.2169], [-0.3808, -0.0104, -0.5700], [-2.0772, 0.0249, -0.0517], [0.3011, 1.3096, 0.9836], [1.2642, 1.3860, -0.6145], [1.3006, -1.2869, -0.4351], [0.4270, -1.0699, 1.2079], [-0.4516, -0.3493, -1.6372], [-1.7445, -0.1906, 0.8068]], "atomic_forces_ev_per_a": [[-0.89, -2.27, -1.88], [-1.82, 0.98, 0.55], [-3.23, -0.67, -0.07], [4.82, 0.04, -1.76], [-0.09, 0.82, 0.73], [0.52, 0.41, 0.26], [0.70, -0.27, 0.13], [0.52, 0.09, -0.56], [0.12, 1.16, 1.17], [-0.64, -0.30, 1.43]]}

---

[2]
{"formula": "C3H6O", "method": "ωB97M-V with the def2-TZVPD basis set", "largest_force_ev_per_a": 1.2, "smiles": "OC1CC1", "homo_energy_ev": -9.375, "species": ["O", "C", "C", "C", "H", "H", "H", "H", "H", "H"], "coordinates": [[-0.2406, -0.7616, 1.4964], [-0.1982, 0.2556, 0.5099], [-0.4866, -0.1009, -0.9108], [0.9329, 0.0982, -0.4671], [-0.4216, -0.3767, 2.3625], [-0.7512, 1.1571, 0.7192], [-0.9002, 0.7191, -1.4988], [-0.9356, -1.0716, -1.0541], [1.5379, 0.9182, -0.8459], [1.4632, -0.8373, -0.3113]], "atomic_forces_ev_per_a": [[-0.47, 0.16, -0.14], [-0.09, -0.16, -0.13], [-0.42, -0.14, -0.14], [0.06, -0.01, 0.09], [0.07, 0.04, -0.33], [0.78, 0.51, 0.71], [-0.14, -0.36, 0.15], [0.36, -0.22, -0.41], [-0.26, -0.10, 0.05], [0.10, 0.28, 0.15]]}

---

[3]
{"formula": "C3H6O", "method": "ωB97M-V with the def2-TZVPD basis set", "largest_force_ev_per_a": 4.1, "smiles": "C=C.C=O", "homo_energy_ev": -10.067, "species": ["C", "C", "C", "H", "H", "H", "H", "H", "H", "O"], "coordinates": [[1.0379, -0.6546, 1.0300], [-1.4871, 0.6936, -0.5980], [-1.1426, -0.3231, -1.4068], [0.3303, -0.7760, 1.8511], [1.1773, -1.3466, 0.1921], [-2.1661, 0.4502, 0.2029], [-1.1630, 1.6907, -0.9035], [-1.2995, -1.3298, -1.1164], [-0.7436, -0.2664, -2.4709], [1.6770, 0.4103, 1.0116]], "atomic_forces_ev_per_a": [[1.81, 3.65, -0.32], [0.55, -0.94, -2.01], [0.22, 0.91, -1.19], [-0.25, -0.70, -0.02], [-0.26, -0.43, 0.29], [0.41, 0.48, 0.64], [-0.65, -0.06, 0.49], [-0.62, -0.89, 0.28], [-0.01, 0.47, 1.75], [-1.21, -2.49, 0.08]]}

---

[4]
{"formula": "C3H6O", "method": "ωB97M-V with the def2-TZVPD basis set", "largest_force_ev_per_a": 3.2, "smiles": "C=CCO", "homo_energy_ev": -9.912, "species": ["C", "O", "C", "C", "H", "H", "H", "H", "H", "H"], "coordinates": [[-0.7852, 0.3414, -0.3810], [-1.2383, 1.5205, 0.3957], [0.2118, -0.3846, 0.4565], [1.2163, -1.0188, -0.1677], [-1.7476, -0.1910, -0.3642], [-0.4308, 0.7032, -1.3402], [-0.4327, 1.9366, 0.7110], [-0.0346, -0.4279, 1.5080], [1.9764, -1.5061, 0.4304], [1.2647, -0.9733, -1.2484]], "atomic_forces_ev_per_a": [[-1.73, 1.38, 2.33], [0.52, -0.43, -0.60], [0.47, -0.78, -1.92], [-0.52, 0.68, 1.42], [0.47, -0.27, -0.90], [-0.02, -0.52, -0.27], [0.04, 0.30, 0.09], [0.37, 0.00, 0.15], [0.04, -0.31, -0.38], [0.34, -0.06, 0.07]]}

---

[5]
{"formula": "C3H6O", "method": "ωB97M-V with the def2-TZVPD basis set", "largest_force_ev_per_a": 3.8, "smiles": "OC1CC1", "homo_energy_ev": -10.157, "species": ["C", "C", "C", "O", "H", "H", "H", "H", "H", "H"], "coordinates": [[-1.0245, -0.1302, 0.1695], [0.1741, -0.8948, -0.1269], [0.2498, 0.5128, 0.4279], [0.8772, 1.5592, -0.4053], [-1.4119, 0.4373, -0.7021], [-1.7977, -0.3253, 0.9665], [0.6154, -1.7085, 0.4742], [0.2842, -1.1127, -1.2342], [0.6293, 0.6031, 1.4058], [1.4042, 1.0592, -0.9755]], "atomic_forces_ev_per_a": [[-3.36, 1.86, 0.22], [1.57, -1.44, -1.44], [2.60, 0.47, -1.29], [-2.75, -0.16, 2.10], [-0.34, -1.05, 0.35], [1.13, 0.17, -0.86], [-0.78, 0.51, -0.11], [0.30, 0.59, 1.42], [0.24, -0.05, 1.10], [1.39, -0.91, -1.49]]}

---

[6]
{"formula": "C3H6O", "method": "ωB97M-V with the def2-TZVPD basis set", "largest_force_ev_per_a": 3.5, "smiles": "C=COC", "homo_energy_ev": -8.925, "species": ["C", "C", "C", "H", "H", "H", "H", "H", "H", "O"], "coordinates": [[1.6842, -0.0712, 0.0282], [-0.7528, 0.2788, -0.1156], [-2.0134, -0.2536, 0.0380], [2.3083, 0.3241, -0.9791], [1.7318, 0.8273, 0.8506], [2.1455, -1.0047, 0.5987], [-0.5142, 1.4256, -0.1755], [-2.9387, 0.4274, -0.0571], [-2.0373, -1.4150, 0.0682], [0.3864, -0.5386, -0.2563]], "atomic_forces_ev_per_a": [[1.97, 1.06, 1.23], [-0.27, 0.79, -0.02], [1.65, 0.00, -0.81], [-1.69, -1.35, 2.72], [-0.38, -1.99, -2.07], [-0.28, 2.12, -1.62], [-0.59, -2.28, 0.12], [1.73, -1.43, 0.42], [-0.41, 2.29, -0.03], [-1.72, 0.80, 0.06]]}

---

[7]
{"formula": "C3H6O", "method": "ωB97M-V with the def2-TZVPD basis set", "largest_force_ev_per_a": 2.9, "smiles": "CCC=O", "homo_energy_ev": -9.779, "species": ["O", "C", "C", "C", "H", "H", "H", "H", "H", "H"], "coordinates": [[0.5532, 1.7781, 0.7196], [-0.2917, 0.9904, 1.0616], [-0.4991, -0.2832, 0.2084], [0.5395, -0.5693, -0.8509], [-1.0766, 1.1910, 1.8049], [-1.4345, 0.0483, -0.2728], [-0.5357, -1.0931, 0.9131], [0.8987, -1.6353, -0.8378], [1.4981, -0.0393, -0.8094], [0.3480, -0.3875, -1.9368]], "atomic_forces_ev_per_a": [[-0.24, 0.39, 1.05], [0.86, -0.45, -2.42], [0.20, 1.69, 0.19], [2.07, -1.13, -1.64], [0.17, 0.08, 0.42], [-0.26, -1.05, 0.32], [-0.89, -0.62, 0.05], [-0.70, 0.77, 0.17], [-0.28, 0.37, 0.90], [-0.92, -0.05, 0.95]]}

---

[8]
{"formula": "C3H6O2", "method": "ωB97M-V with the def2-TZVPD basis set", "largest_force_ev_per_a": 4.1, "homo_energy_ev": -9.810, "species": ["C", "C", "C", "H", "H", "H", "H", "H", "H", "O", "O"], "coordinates": [[-0.4298, -0.0569, 0.3447], [0.6598, -0.9433, -0.1466], [0.5521, 1.0642, -0.0488], [-2.4310, -0.3490, 0.1086], [-0.7645, -0.1856, 1.4073], [1.0380, -1.6522, 0.5110], [0.3060, -1.4457, -1.0146], [0.8982, 1.8589, 0.6189], [0.2511, 1.5303, -0.9489], [-1.6776, 0.1139, -0.4823], [1.5978, 0.0654, -0.3493]], "atomic_forces_ev_per_a": [[-2.15, 1.86, 0.38], [-0.87, -0.84, -0.62], [0.98, -0.38, 0.68], [2.51, 1.62, -2.29], [0.63, 0.33, -0.88], [0.53, -1.49, 1.45], [0.03, -0.48, -1.26], [-0.11, -0.41, 0.32], [-0.58, 0.45, -1.07], [-0.87, -2.33, 3.29], [-0.11, 1.66, 0.01]]}